{"formula": "C16H27Cl6Mg3O10", "method": "the ωB97M-V functional and the def2-TZVPD basis", "total_charge": 1, "homo_lumo_gap_ha": 0.323, "mol_weight_g_mol": 665.02, "species": ["Mg", "Mg", "Mg", "C", "C", "O", "O", "H", "H", "H", "C", "C", "O", "O", "H", "H", "H", "C", "C", "O", "O", "H", "H", "H", "C", "C", "O", "O", "H", "H", "H", "C", "C", "O", "O", "H", "H", "H", "Cl", "C", "C", "Cl", "H", "H", "H", "H", "Cl", "C", "C", "Cl", "H", "H", "H", "H", "Cl", "C", "C", "Cl", "H", "H", "H", "H"], "xyz": [[-0.551, 3.167, -0.983], [-1.700, -1.974, 2.205], [-2.282, 1.649, 1.528], [1.520, -3.744, 3.002], [0.415, -2.880, 2.583], [-0.021, -1.939, 3.327], [-0.294, -3.186, 1.514], [1.948, -4.248, 2.141], [1.137, -4.481, 3.693], [2.283, -3.149, 3.499], [-4.591, 4.030, -1.233], [-3.332, 3.349, -0.855], [-2.341, 3.415, -1.684], [-3.268, 2.755, 0.261], [-4.392, 5.046, -1.572], [-5.281, 4.041, -0.408], [-5.038, 3.509, -2.090], [0.416, 4.595, 2.819], [-0.389, 3.745, 1.965], [-0.489, 4.024, 0.704], [-0.949, 2.724, 2.476], [1.401, 4.146, 2.919], [-0.062, 4.713, 3.788], [0.524, 5.583, 2.374], [-5.008, -0.254, 4.347], [-3.826, -0.172, 3.420], [-3.209, -1.284, 3.169], [-3.471, 0.965, 2.914], [-5.732, -0.976, 3.960], [-5.493, 0.708, 4.435], [-4.692, -0.582, 5.337], [-0.150, -0.936, -0.741], [-0.800, 0.065, 0.064], [-1.481, -0.267, 1.098], [-0.746, 1.295, -0.230], [-0.882, -1.695, -1.018], [0.673, -1.392, -0.198], [0.224, -0.476, -1.646], [4.057, -1.665, -0.029], [4.102, -0.005, 0.673], [2.872, 0.740, 0.397], [3.082, 2.453, 0.981], [4.961, 0.497, 0.266], [4.206, -0.110, 1.747], [2.010, 0.289, 0.877], [2.681, 0.812, -0.673], [2.699, 1.502, -6.758], [2.524, 0.559, -5.318], [1.131, 0.164, -5.061], [-0.048, 1.522, -5.215], [2.926, 1.108, -4.472], [3.105, -0.353, -5.419], [1.055, -0.196, -4.036], [0.808, -0.655, -5.694], [2.880, -2.953, -3.526], [1.980, -4.417, -3.044], [2.242, -4.810, -1.708], [3.948, -5.081, -1.433], [2.240, -5.210, -3.738], [0.918, -4.216, -3.158], [1.709, -5.753, -1.548], [1.838, -4.111, -0.993]], "forces_ev_per_angstrom": [[-1.113, -0.586, 0.766], [0.134, 0.951, 0.346], [-0.059, -0.002, 0.359], [1.138, 0.181, -0.444], [-2.516, 0.338, -0.332], [0.591, -0.791, -0.689], [0.858, 0.226, 1.081], [0.039, -0.123, 0.011], [-0.139, -0.176, 0.225], [-0.006, -0.094, 0.132], [-0.373, 0.076, -0.601], [1.127, -0.248, 0.224], [-0.360, -0.041, 0.694], [-0.037, 0.159, -0.828], [0.110, -0.007, 0.024], [-0.217, -0.037, 0.201], [0.086, 0.053, 0.200], [0.375, 1.400, 0.524], [-1.147, -1.791, -1.214], [0.502, -0.048, 0.776], [0.435, 1.077, -0.656], [0.063, -0.055, 0.184], [0.185, -0.230, 0.137], [0.132, -0.072, -0.041], [-0.017, 0.175, -0.197], [1.333, 0.357, -1.094], [-0.864, 1.283, 0.133], [-0.839, -2.222, 0.894], [0.214, -0.017, 0.044], [-0.010, 0.202, 0.002], [0.093, -0.094, -0.093], [0.532, -0.796, -1.181], [-0.819, 1.194, 1.090], [0.167, 0.265, -0.750], [0.222, -0.097, -0.110], [0.179, -0.185, 0.123], [-0.022, -0.253, 0.075], [0.179, -0.008, -0.203], [-0.242, 0.408, 0.101], [0.878, -0.906, 0.587], [-0.982, 0.901, -0.754], [-0.319, -0.580, -0.150], [0.355, 0.083, -0.132], [0.283, -0.111, 0.096], [-0.101, 0.192, 0.252], [-0.001, 0.005, -0.002], [0.356, 0.487, -0.927], [0.865, -0.175, 0.530], [-1.358, -0.438, 0.556], [0.147, -0.287, 0.289], [0.106, 0.258, 0.001], [0.141, -0.068, -0.028], [-0.037, -0.021, 0.028], [-0.168, 0.200, -0.304], [-0.146, 0.297, -0.148], [-0.690, 0.560, -2.836], [-0.268, -1.178, 2.393], [0.625, -0.186, 0.446], [0.154, 0.095, -0.210], [-0.104, 0.149, -0.132], [0.163, 0.002, 0.144], [0.192, 0.352, 0.391]]}



{"formula": "C16H27ClF2N3O7", "method": "the ωB97M-V functional and the def2-TZVPD basis", "total_charge": 1, "homo_lumo_gap_ha": 0.304, "mol_weight_g_mol": 446.86, "species": ["C", "O", "C", "C", "C", "C", "N", "C", "N", "N", "C", "C", "C", "C", "Cl", "H", "H", "H", "H", "H", "H", "H", "H", "H", "H", "H", "H", "H", "H", "H", "H", "H", "H", "H", "H", "H", "C", "C", "O", "C", "O", "O", "F", "H", "H", "H", "C", "C", "O", "C", "O", "O", "F", "H", "H", "H"], "xyz": [[2.829, -2.099, 2.489], [2.273, -0.780, 2.305], [3.033, 0.016, 1.385], [2.400, 0.152, -0.053], [1.021, 0.921, -0.099], [-0.146, 0.241, 0.700], [-1.451, 1.020, 0.675], [-2.278, 0.141, 1.469], [-3.272, 0.552, 2.284], [-1.834, -1.231, 1.274], [-0.740, -1.134, 0.236], [0.092, -2.463, 0.417], [-0.440, -3.543, -0.606], [0.211, -4.950, -0.184], [0.088, -3.243, -2.331], [3.214, -2.143, 3.553], [1.954, -2.821, 2.465], [3.601, -2.385, 1.729], [4.112, -0.328, 1.314], [3.088, 1.066, 1.815], [3.129, 0.774, -0.661], [2.376, -0.850, -0.584], [0.706, 0.974, -1.187], [1.209, 1.990, 0.214], [0.050, 0.222, 1.818], [-1.344, 1.881, 1.240], [-4.237, 0.370, 2.004], [-3.107, 1.022, 3.174], [-1.503, -1.468, 2.225], [-1.284, -0.946, -0.727], [-0.068, -2.878, 1.448], [1.196, -2.354, 0.266], [-1.550, -3.698, -0.577], [1.277, -4.713, 0.125], [0.188, -5.687, -1.026], [-0.326, -5.287, 0.742], [1.648, 6.402, 2.092], [2.547, 5.207, 2.158], [1.637, 4.140, 2.377], [0.472, 4.526, 1.797], [-0.431, 3.784, 1.548], [0.459, 5.852, 1.527], [3.389, 5.283, 3.213], [1.425, 6.815, 3.079], [2.053, 7.195, 1.464], [3.118, 5.020, 1.245], [-2.324, -1.528, -4.570], [-2.987, -0.184, -4.631], [-3.815, -0.289, -5.771], [-4.141, -1.610, -5.872], [-5.026, -2.031, -6.541], [-3.328, -2.385, -5.101], [-2.078, 0.802, -4.842], [-1.430, -1.583, -5.196], [-2.060, -1.817, -3.553], [-3.596, 0.058, -3.756]], "forces_ev_per_angstrom": [[-0.970, -0.486, 1.215], [0.925, -0.396, -1.043], [0.330, 1.375, -0.343], [0.520, -0.077, -0.017], [-0.106, -0.448, -0.798], [0.887, 0.389, -0.212], [-1.307, -2.198, 4.133], [2.748, -0.327, -2.940], [-0.334, -0.331, -0.046], [-1.652, 3.815, 0.268], [0.659, 0.128, 2.026], [-0.715, -0.024, -1.651], [0.851, -1.950, 1.106], [0.144, 1.421, 0.240], [-0.363, 0.392, 0.927], [0.022, -0.090, -1.322], [1.173, 0.625, -0.154], [-0.686, 0.334, 0.712], [-1.270, 0.169, 0.034], [-0.147, -1.140, -0.345], [-0.793, -0.673, 0.700], [-0.197, 1.111, 0.640], [0.261, -0.029, 1.145], [-0.476, -1.190, 0.022], [0.688, -0.416, -1.382], [-0.353, 0.408, -1.034], [0.521, -0.378, 0.516], [0.005, 0.233, -0.792], [-0.356, -0.641, -0.539], [0.856, -0.639, 0.533], [0.116, 0.450, -0.901], [-1.125, 0.116, 0.072], [0.946, 0.642, -0.262], [-1.065, -0.585, -0.534], [-0.075, 0.630, 1.006], [0.436, -0.033, -0.965], [0.043, 0.905, -0.122], [0.580, 0.048, 0.621], [-0.352, 0.126, -0.621], [-0.482, 0.101, -0.018], [0.084, -0.076, 0.127], [0.034, -0.813, 0.093], [0.026, -0.135, -0.119], [0.134, -0.189, 0.028], [-0.225, -0.106, -0.105], [0.077, -0.054, 0.131], [0.418, -0.522, 0.437], [0.236, 0.477, -0.489], [0.033, -0.312, 0.622], [-0.808, -0.634, -0.809], [0.396, 0.177, 0.253], [-0.133, 0.451, -0.036], [-0.054, 0.134, 0.144], [-0.058, 0.237, -0.003], [-0.133, -0.167, -0.108], [0.083, 0.165, -0.042]]}



{"formula": "C16H27ClN2O4PtSTe", "method": "the ωB97M-V functional and the def2-TZVPD basis", "homo_lumo_gap_ha": [0.278, 0.239], "mol_weight_g_mol": 701.60, "spin_multiplicity": 5, "species": ["Pt", "C", "C", "C", "C", "N", "H", "H", "H", "H", "H", "H", "H", "H", "H", "Cl", "C", "Te", "C", "H", "H", "H", "H", "H", "H", "C", "C", "C", "C", "C", "C", "C", "S", "O", "O", "N", "C", "C", "C", "O", "O", "H", "H", "H", "H", "H", "H", "H", "H", "H", "H", "H", "H"], "xyz": [[1.117, -1.618, 0.266], [-3.039, -2.688, 1.241], [-1.553, -2.610, 1.594], [-1.350, -2.061, 3.008], [-0.894, -3.976, 1.445], [-0.870, -1.722, 0.632], [-3.547, -3.340, 1.952], [-3.176, -3.095, 0.239], [-3.502, -1.703, 1.286], [-1.688, -2.806, 3.729], [-1.912, -1.141, 3.159], [-0.294, -1.850, 3.189], [-1.321, -4.668, 2.172], [0.181, -3.911, 1.626], [-1.050, -4.380, 0.444], [1.283, 0.027, -2.754], [3.858, -0.861, 2.231], [3.530, -0.702, 0.118], [4.753, -2.362, -0.356], [4.896, -0.618, 2.451], [3.629, -1.867, 2.571], [3.197, -0.145, 2.714], [4.410, -3.229, 0.200], [5.778, -2.111, -0.099], [4.661, -2.497, -1.431], [-4.796, 4.793, 0.236], [-3.651, 3.823, 0.318], [-3.169, 3.201, -0.833], [-2.138, 2.280, -0.761], [-1.579, 1.982, 0.469], [-2.029, 2.593, 1.628], [-3.066, 3.509, 1.543], [-0.278, 0.759, 0.541], [-1.450, -0.470, 0.749], [0.416, 0.969, 1.810], [1.181, -1.581, -2.026], [2.311, 1.862, -3.966], [3.684, 1.514, -4.265], [4.036, 0.155, -3.528], [4.073, -0.850, -4.239], [4.148, 0.267, -2.280], [-4.671, 5.480, -0.601], [-4.886, 5.379, 1.149], [-5.738, 4.262, 0.085], [-3.606, 3.444, -1.794], [-1.774, 1.795, -1.660], [-1.558, 2.360, 2.574], [-3.425, 3.993, 2.443], [0.191, -1.850, -2.065], [1.722, 2.769, -4.014], [0.764, -0.203, -3.926], [4.336, 2.305, -3.874], [3.856, 1.391, -5.339]], "forces_ev_per_angstrom": [[0.411, 0.079, -0.985], [0.003, 0.027, 0.026], [-0.089, -0.177, -0.232], [0.052, 0.026, -0.013], [0.020, -0.004, 0.022], [0.275, 0.197, 0.613], [0.007, -0.016, -0.006], [-0.002, -0.007, 0.000], [-0.009, -0.003, 0.012], [-0.008, 0.006, 0.012], [-0.002, 0.003, -0.007], [0.003, -0.028, 0.001], [-0.027, -0.010, -0.022], [-0.004, 0.009, 0.011], [0.007, 0.006, -0.008], [-0.729, -0.523, 0.174], [0.035, -0.230, 0.028], [0.188, 0.188, 0.838], [-0.059, 0.108, -0.107], [0.004, 0.024, 0.008], [0.017, 0.011, 0.090], [-0.011, 0.001, -0.003], [0.016, -0.044, -0.052], [0.006, 0.011, -0.007], [0.000, -0.056, 0.002], [0.008, 0.021, -0.002], [0.003, -0.046, -0.006], [-0.004, 0.022, 0.035], [-0.007, 0.006, -0.103], [-0.111, -0.167, 0.257], [0.037, 0.058, -0.025], [0.007, 0.028, 0.003], [-0.002, 0.377, -0.284], [-0.080, 0.038, -0.082], [-0.219, -0.016, 0.053], [-0.300, -0.795, 0.550], [0.046, 0.779, -0.506], [0.012, -0.208, 0.249], [0.106, 0.001, -0.381], [0.002, 0.063, 0.152], [0.139, -0.019, -0.216], [0.001, 0.000, -0.001], [0.001, 0.001, 0.000], [0.000, 0.000, 0.001], [-0.009, 0.001, -0.002], [0.025, 0.001, 0.013], [-0.006, -0.019, -0.012], [-0.004, 0.006, -0.005], [-0.092, 0.419, -0.373], [-0.081, -0.076, 0.063], [0.351, 0.024, 0.197], [0.073, -0.068, 0.013], [0.002, -0.028, 0.019]]}



{"formula": "C16H27CrN2", "method": "the ωB97M-V functional and the def2-TZVPD basis", "total_charge": 2, "homo_lumo_gap_ha": [0.286, 0.331], "mol_weight_g_mol": 299.40, "spin_multiplicity": 4, "species": ["C", "H", "H", "H", "C", "H", "H", "C", "H", "H", "H", "C", "C", "C", "C", "C", "C", "C", "C", "C", "C", "Cr", "H", "H", "H", "H", "H", "H", "H", "H", "H", "H", "H", "H", "H", "H", "H", "N", "C", "C", "N", "C", "H", "H", "H", "H"], "xyz": [[-3.022, 1.136, 0.845], [-3.909, 1.027, 1.519], [-3.183, 1.979, 0.136], [-2.228, 1.432, 1.548], [-2.828, -0.147, -0.003], [-1.851, -0.303, -0.558], [-2.920, -1.054, 0.621], [-3.908, -0.159, -1.127], [-4.016, -1.174, -1.546], [-4.903, 0.184, -0.786], [-3.595, 0.506, -1.951], [2.178, -0.186, -0.333], [1.428, -0.625, -1.486], [0.721, 0.512, -2.020], [1.007, 1.635, -1.186], [1.884, 1.205, -0.127], [2.475, 2.083, 0.909], [0.550, 3.037, -1.415], [-0.181, 0.535, -3.205], [1.280, -2.035, -1.929], [3.052, -1.031, 0.520], [0.068, 0.070, 0.005], [0.613, 3.646, -0.504], [1.176, 3.527, -2.177], [-0.491, 3.090, -1.771], [1.882, 2.986, 1.081], [2.600, 1.583, 1.873], [3.464, 2.387, 0.553], [2.684, -2.065, 0.637], [4.036, -1.080, 0.035], [3.183, -0.590, 1.518], [0.381, -2.149, -2.550], [2.135, -2.401, -2.512], [1.185, -2.700, -1.057], [-1.030, 1.203, -3.026], [0.291, 0.883, -4.132], [-0.570, -0.463, -3.415], [-0.244, -2.730, 3.178], [0.406, -1.771, 3.949], [0.543, -0.663, 3.152], [0.004, -0.985, 1.899], [-0.461, -2.222, 1.954], [-0.513, -3.675, 3.428], [0.685, -2.000, 4.963], [0.926, 0.339, 3.309], [-0.985, -2.779, 1.178]], "forces_ev_per_angstrom": [[0.033, 0.332, -0.190], [0.547, -0.006, -0.889], [-0.029, -0.407, 0.699], [0.202, -0.271, -0.276], [-1.156, -0.159, 0.407], [-0.025, 0.370, 0.022], [0.034, 0.406, -0.188], [0.415, -0.324, -0.360], [-0.016, 0.427, 0.138], [0.657, -0.207, 0.112], [-0.200, -0.199, 0.352], [-0.408, 0.322, -0.232], [0.221, 0.566, 0.174], [0.515, 0.298, 0.083], [0.323, -0.112, -0.432], [0.280, -0.476, -0.716], [-0.013, 0.227, 0.391], [-0.472, 0.363, 0.136], [-0.527, -0.094, -0.137], [-0.342, -0.446, -0.083], [0.194, -0.225, 0.226], [-1.258, -0.508, 1.731], [0.016, -0.180, -0.257], [-0.109, -0.241, 0.181], [0.362, -0.077, 0.041], [0.139, -0.146, -0.091], [0.092, -0.012, -0.158], [-0.022, 0.064, 0.153], [0.120, 0.444, -0.116], [-0.080, -0.071, 0.181], [0.016, -0.174, -0.308], [0.318, -0.075, 0.138], [-0.086, 0.220, 0.120], [0.076, 0.083, -0.246], [0.082, -0.113, -0.071], [0.235, -0.023, 0.336], [-0.049, 0.091, -0.039], [0.234, 0.428, -0.340], [-0.303, -0.031, -0.479], [-0.425, -0.915, -0.554], [-0.095, 0.744, -0.931], [-0.016, -0.222, 0.618], [0.177, 0.262, 0.302], [0.024, 0.218, 0.046], [0.049, -0.432, 0.319], [0.272, 0.280, 0.185]]}